C5H10N2 as an isolated structure, computed with the ωB97M-V functional and the def2-TZVPD basis.

Geometry as XYZ:
```
17
Properties=species:S:1:pos:R:3:mulliken_charge:R:1
C 0.38 1.64 0.78 -1.502
C 1.49 -0.63 0.59 -1.544
C 0.46 0.32 0.01 1.470
N -1.23 -1.60 -0.06 -0.521
C -0.58 0.19 -1.74 -0.288
C -1.13 -0.20 -0.41 -0.103
N 0.62 0.51 -1.42 -0.720
H -1.87 -1.83 0.70 0.211
H -1.47 -2.23 -0.82 0.201
H -1.11 0.25 -2.70 0.367
H -2.00 0.38 -0.09 0.304
H 0.03 1.47 1.80 0.327
H -0.30 2.34 0.30 0.367
H 1.37 2.11 0.84 0.356
H 1.52 -0.63 1.68 0.327
H 1.31 -1.67 0.31 0.380
H 2.50 -0.41 0.23 0.367
```

Charge ... 0
LUMO energy ... 0.91 eV
Gap between HOMO and LUMO ... 9.528 eV
Energy relative to the best compared isomer or geometry (same formula, charge and spin) ... 40.4 kcal per mole

=====

C24H28N7OSSn as an isolated structure, computed with the ωB97M-V functional and the def2-TZVPD basis.

Geometry as XYZ:
```
62
Properties=species:S:1:pos:R:3:mulliken_charge:R:1
Sn 0.16 -0.42 -0.06 0.790
O -0.27 1.39 -1.18 -0.493
C 0.25 2.31 -1.87 0.721
C -0.58 3.44 -2.23 -0.465
C -0.07 4.46 -2.95 -0.600
C 1.27 4.42 -3.40 -0.621
C 2.09 3.34 -3.08 -0.764
C 1.63 2.27 -2.33 0.566
C 2.48 1.13 -2.04 0.277
N 2.15 0.06 -1.32 0.241
C 3.26 -0.76 -1.28 -0.451
C 4.27 -0.18 -1.99 -0.674
N 3.76 1.00 -2.45 -0.070
H -1.60 3.42 -1.89 0.494
H -0.69 5.32 -3.20 0.443
H 1.66 5.22 -4.00 0.450
H 3.11 3.36 -3.44 0.392
H 3.26 -1.70 -0.77 0.462
H 5.27 -0.50 -2.19 0.448
H 4.27 1.65 -3.03 0.192
C -3.28 -3.75 -3.30 -1.070
N -3.01 -2.85 -2.17 0.050
C -4.17 -2.08 -1.72 -1.208
C -1.78 -2.63 -1.69 0.860
N -1.43 -1.44 -1.18 -0.504
N -0.87 -3.62 -1.75 0.063
C 0.54 -3.32 -1.56 -1.219
C -1.23 -5.03 -1.59 -1.193
H -3.96 -4.55 -3.01 0.351
H -2.36 -4.16 -3.69 0.367
H -3.76 -3.17 -4.09 0.383
H -5.00 -2.76 -1.57 0.355
H -4.47 -1.34 -2.47 0.365
H -3.96 -1.58 -0.78 0.440
H -2.13 -0.74 -1.36 0.279
H 0.81 -2.42 -2.11 0.457
H 1.13 -4.14 -1.95 0.444
H 0.79 -3.19 -0.50 0.257
H -2.29 -5.13 -1.37 0.393
H -0.67 -5.45 -0.75 0.430
H -0.99 -5.61 -2.48 0.367
S -0.38 0.03 7.55 0.237
C -0.23 -0.01 5.78 0.722
C 0.36 -1.10 5.15 -0.500
C 0.46 -1.04 3.76 -0.404
N 0.02 -0.01 3.03 -0.129
C -0.53 1.01 3.67 -0.450
C -0.68 1.07 5.05 -0.489
C -1.82 -0.92 7.88 0.672
C -1.78 -2.30 7.97 -0.175
C -2.98 -2.94 8.25 -0.439
N -4.13 -2.28 8.42 -0.439
C -4.13 -0.96 8.35 -0.442
C -2.99 -0.20 8.08 -0.231
H 0.74 -1.95 5.69 0.356
H 0.93 -1.86 3.22 0.394
H -0.88 1.84 3.06 0.407
H -1.13 1.94 5.52 0.396
H -0.86 -2.87 7.86 0.370
H -3.02 -4.02 8.35 0.381
H -5.08 -0.46 8.52 0.380
H -3.03 0.88 8.05 0.379
```

Charge ... +3
LUMO energy (alpha / beta) ... -10.42 / -11.83 eV
Gap between HOMO and LUMO (alpha / beta) ... 5.948 / 4.411 eV
Energy relative to the best compared isomer or geometry (same formula, charge and spin) ... 16.2 kcal per mole

=====

Electronic energy, record by record: -305.959412 -2001.399076 Ha